Entry 1:
180
Properties=species:S:1:pos:R:3:forces:R:3 method="wB97M-V/def2-TZVPD" charge=+4 lumo_energy_ha=-0.2388 total_energy_ha=-4391.0771 spin_multiplicity=1
C 4.32481 -13.29202 -9.65338 -0.3 -0.7 -0.1
C 3.69220 -13.72198 -8.32353 1.3 -0.8 -0.8
N 3.64424 -12.64961 -7.36918 -2.7 2.6 0.7
C 4.63920 -11.98722 -6.65169 -0.8 0.0 -1.0
C 4.05902 -10.89019 -6.12953 -0.5 0.8 1.3
N 2.68905 -10.86032 -6.39928 1.9 -3.3 -3.4
C 2.47573 -11.91402 -7.25568 2.4 0.3 1.4
C 1.74666 -9.83673 -6.15648 -0.9 1.1 1.4
H 5.33740 -12.89079 -9.61103 -0.1 0.1 0.5
H 3.68920 -12.59703 -10.20208 0.0 -0.1 0.0
H 4.41676 -14.22780 -10.20471 -0.1 0.2 -0.4
H 4.28152 -14.54214 -7.91349 0.0 0.1 0.2
H 2.68697 -14.12164 -8.45731 0.0 0.2 0.0
H 5.69840 -12.19545 -6.68519 -0.2 -0.5 0.1
H 4.53443 -10.13452 -5.52178 -0.2 0.0 0.0
H 1.57256 -12.06439 -7.82846 0.0 -0.3 0.2
H 2.03764 -8.86872 -6.56438 0.2 -0.1 0.0
H 1.69892 -9.80640 -5.06795 -0.3 0.7 0.0
H 0.74148 -10.06273 -6.51235 0.3 -0.4 -0.2
C -1.65188 -8.59397 5.62302 1.7 0.9 0.4
C -0.54622 -9.72851 5.74494 -1.9 -0.3 0.1
N 0.85110 -9.26438 5.57638 3.0 0.0 0.9
C 1.27489 -8.24712 4.76513 -2.7 1.0 -0.8
C 2.49099 -7.79159 5.09395 1.5 -0.9 0.4
N 3.00349 -8.68939 6.04013 -5.2 -0.9 0.0
C 1.97491 -9.56275 6.30871 0.0 0.4 -0.1
C 4.32127 -8.66913 6.55745 1.5 0.4 -0.4
H -1.41459 -7.75615 6.27864 0.2 -0.2 0.5
H -2.68979 -8.81623 5.87089 0.3 -0.8 -0.2
H -1.60415 -8.07299 4.66678 -0.2 -0.6 -0.4
H -0.84039 -10.52595 5.06255 0.7 0.2 -0.6
H -0.62845 -10.26797 6.68850 0.3 0.5 0.3
H 0.49284 -7.93002 4.09115 0.6 0.7 -0.2
H 3.15545 -7.00740 4.76238 -0.4 0.0 -0.3
H 2.02986 -10.43417 6.94432 0.2 0.2 0.2
H 4.87787 -9.07889 5.71459 0.9 -0.4 0.7
H 4.45923 -9.13189 7.53464 -0.2 -0.4 -0.4
H 4.65700 -7.63826 6.67012 -0.2 0.1 0.0
C -7.05921 -6.49851 -3.49934 0.0 1.6 -0.5
C -8.48293 -6.67379 -2.98960 0.5 -1.3 -0.7
N -8.75088 -6.06560 -1.70077 0.2 0.4 0.5
C -8.28058 -6.58528 -0.49730 -1.6 1.3 -0.6
C -8.54005 -5.58816 0.40867 1.9 0.9 0.5
N -8.79831 -4.37157 -0.28014 -2.6 -2.4 -1.8
C -9.17161 -4.81415 -1.52854 2.2 0.8 0.3
C -8.93327 -2.96350 0.18413 0.6 -0.6 0.8
H -6.21483 -6.67477 -2.83298 -0.4 -0.5 0.2
H -6.96823 -5.44788 -3.77504 0.3 0.1 -0.2
H -6.97441 -7.05671 -4.43172 0.2 -0.1 0.2
H -8.59175 -7.75673 -2.93047 -0.8 0.1 0.4
H -9.15997 -6.28053 -3.74792 -0.2 -0.1 0.3
H -7.92254 -7.60234 -0.55896 -0.1 0.1 0.8
H -8.45178 -5.58360 1.48505 0.2 0.0 -0.1
H -9.48604 -4.22512 -2.37741 -0.1 0.3 0.2
H -9.66210 -2.37581 -0.37404 -0.1 -0.5 0.0
H -7.96336 -2.47336 0.09967 0.0 -0.1 -0.3
H -9.14219 -2.99916 1.25333 -0.4 0.1 -0.2
C 0.48106 2.03838 -9.77546 0.4 -1.0 -0.8
C 0.56351 2.44946 -11.24889 -0.8 0.1 0.5
N 0.29949 3.87682 -11.32361 -1.2 4.0 -1.9
C 1.14592 4.77442 -12.02694 -1.6 1.1 2.1
C 0.56408 6.05986 -11.92346 0.1 -2.9 -1.3
N -0.71439 5.86219 -11.45204 -0.4 -1.3 1.5
C -0.88942 4.56677 -11.03139 3.6 -0.3 -1.3
C -1.77189 6.90005 -11.36052 -0.1 -0.5 0.5
H 1.02884 2.77936 -9.19325 -0.2 -0.2 0.3
H 0.94944 1.05775 -9.69122 0.4 0.1 0.2
H -0.52900 1.82339 -9.42663 -0.1 0.7 0.0
H -0.18593 1.99579 -11.89741 0.1 -0.5 0.2
H 1.54514 2.31214 -11.70236 0.0 -0.2 0.3
H 2.08058 4.42112 -12.43678 0.0 0.3 0.1
H 0.86133 6.99061 -12.38360 0.0 -0.1 0.2
H -1.68934 4.02060 -10.55366 -0.4 0.7 0.0
H -1.40636 7.85735 -11.73206 0.0 -0.3 -0.2
H -2.07855 7.03392 -10.32314 0.2 0.0 0.0
H -2.63741 6.51299 -11.89825 0.1 0.4 -0.2
C -1.42177 1.06329 0.97276 -0.8 0.0 -1.5
N -0.57925 0.08490 0.13069 1.6 0.3 1.8
C -0.36672 0.61929 -1.28766 -0.8 -1.0 0.3
C 0.81145 0.12096 0.82013 -1.3 -0.1 0.7
C -1.21275 -1.33090 0.28348 0.2 -0.1 -1.3
C -0.66039 -2.49708 -0.61751 0.8 2.1 -0.1
O 0.64598 -2.89428 -0.25464 -0.7 -0.6 1.4
H -1.25987 2.09137 0.64878 0.4 -0.1 -0.1
H -1.28466 1.02635 2.05346 0.3 -0.6 -0.3
H -2.44922 0.84576 0.68100 -0.1 0.0 0.4
H 0.38622 1.40511 -1.34827 -0.3 0.1 0.6
H -1.34439 0.95174 -1.63658 0.2 0.0 -0.3
H 0.01653 -0.20780 -1.88525 -0.2 0.1 0.0
H 1.01959 1.18025 0.97075 0.6 -0.1 -0.7
H 1.55319 -0.52187 0.34614 -0.2 0.5 -0.3
H 0.64859 -0.22355 1.84134 0.0 -0.4 -0.1
H -2.27189 -1.26240 0.03522 0.0 0.4 -0.3
H -1.20983 -1.59511 1.34096 0.5 0.2 0.0
H -0.64742 -2.18442 -1.66162 -0.3 0.1 -0.1
H -1.45419 -3.23973 -0.53725 0.5 -0.6 0.2
H 1.38319 -2.74036 -0.84999 -0.5 0.2 -0.7
C -3.47486 11.60155 4.31429 -0.3 0.2 -1.1
N -4.06397 10.89705 3.13876 -0.1 -0.9 -1.4
C -3.43922 11.58270 1.87522 -0.6 0.1 0.9
C -3.70212 9.39377 3.18594 0.1 0.8 -0.2
C -5.60143 11.00690 3.16911 1.2 -1.3 -1.0
C -6.26134 10.27121 1.95482 -0.6 1.5 0.2
O -6.41408 8.88673 2.18867 0.1 0.6 0.7
H -3.76691 12.62942 4.09916 0.4 0.2 0.7
H -2.40574 11.43970 4.17691 0.0 0.3 0.8
H -3.90642 11.26081 5.25543 0.3 -0.2 -0.1
H -3.97297 11.40719 0.94119 0.0 -0.6 0.4
H -2.39159 11.29266 1.79484 -0.2 -0.1 0.1
H -3.51063 12.65597 2.05155 0.1 -0.1 0.1
H -2.62549 9.29021 3.32096 -0.1 0.2 0.2
H -3.95659 8.88849 2.25425 -0.3 0.3 0.1
H -4.26607 8.97291 4.01838 0.2 -0.1 -0.1
H -5.88111 12.05278 3.29577 0.1 0.0 -0.6
H -5.87635 10.51637 4.10287 -0.2 -0.2 -0.1
H -5.92706 10.49095 0.94088 1.4 -0.2 0.2
H -7.13676 10.90823 1.82849 -1.3 -0.8 0.6
H -6.89724 8.43463 1.49312 -0.1 0.3 -0.2
C 6.82804 8.29635 0.16557 0.6 -0.2 2.0
N 6.91048 6.76212 0.23947 -0.1 2.0 -0.8
C 5.48080 6.23792 0.08851 2.0 -0.7 -0.2
C 7.76258 6.40027 -1.00133 -0.3 -0.6 1.0
C 7.55113 6.21075 1.55308 -0.7 0.4 -0.4
C 6.60884 5.99592 2.76938 -0.7 1.5 0.4
O 5.82835 7.17376 3.05035 0.5 0.6 -1.0
H 7.78542 8.67914 0.51911 0.3 0.1 -0.7
H 6.17648 8.66410 0.95823 -0.5 -0.4 -0.2
H 6.52241 8.66064 -0.81522 0.1 -0.3 0.1
H 5.05292 6.48021 -0.88427 0.3 0.1 0.0
H 4.84943 6.62173 0.88985 0.3 -0.4 0.0
H 5.84875 5.21243 0.12134 -1.9 -0.7 0.1
H 8.82961 6.55168 -0.83814 -0.2 0.9 0.3
H 7.35466 7.00021 -1.81483 0.3 -0.4 -0.1
H 7.76341 5.32410 -1.17446 -0.8 0.0 -0.1
H 8.35708 6.89843 1.80926 -0.2 0.2 0.0
H 8.04383 5.27724 1.28126 -0.2 -0.1 0.0
H 7.23852 5.93824 3.65723 0.4 -0.9 -0.2
H 5.87273 5.19374 2.71684 0.7 -0.5 -0.4
H 4.97899 6.95911 3.44292 0.0 -0.2 0.2
C 3.45329 0.74260 10.45392 -0.6 -1.4 0.8
N 2.43651 -0.43499 10.26976 0.8 0.8 -0.8
C 2.81098 -1.33343 9.10039 0.6 0.5 1.4
C 2.47172 -1.26690 11.56775 -1.7 0.9 -0.6
C 1.11588 0.27326 9.91512 -1.6 -0.3 2.0
C -0.20540 -0.52521 9.77324 0.6 0.2 -0.2
O -0.25994 -1.20444 8.52193 0.5 0.0 0.5
H 3.54799 1.29507 9.51910 0.2 -0.1 0.3
H 4.34362 0.30962 10.90991 0.4 -0.1 -0.9
H 3.11137 1.34704 11.29408 -0.6 0.3 -0.5
H 2.24892 -2.25503 9.25155 -0.3 0.3 -0.7
H 3.86424 -1.57231 9.24775 0.0 0.0 -0.3
H 2.65169 -0.75089 8.19300 -0.2 -0.6 0.0
H 1.52370 -1.80320 11.60942 0.1 -0.2 0.0
H 2.45354 -0.56098 12.39807 0.3 -0.2 0.0
H 3.28787 -1.98834 11.60712 0.2 0.5 -0.3
H 1.12862 1.00119 9.10391 1.1 -0.4 -0.3
H 0.95454 0.88959 10.79955 -0.2 0.1 0.1
H -0.99459 0.22443 9.83089 0.1 0.3 -0.1
H -0.39685 -1.15496 10.64207 0.2 -0.5 -0.1
H -1.12031 -1.61919 8.42523 -0.1 0.0 0.0
B -1.07336 8.53455 -3.40924 0.9 0.0 0.3
F -0.01281 8.99202 -2.65830 1.6 1.1 1.0
F -1.97486 9.49937 -3.65736 -2.1 1.9 0.2
F -0.59214 8.17504 -4.63667 0.7 -1.5 -1.6
F -1.59383 7.52408 -2.63774 -1.1 -1.7 0.3
B 0.70094 6.40046 7.42169 -3.0 2.0 -2.4
F 0.66655 5.69070 6.23277 0.3 -1.4 -1.4
F 1.69675 6.07580 8.17576 3.7 -1.2 2.6
F 0.75912 7.75773 6.99755 0.1 0.5 0.4
F -0.49877 6.15542 8.07310 -1.1 -0.1 0.7
B -6.21288 0.38685 -4.70839 -0.7 0.3 0.0
F -6.63945 1.33856 -3.83186 0.3 1.3 2.7
F -5.44287 -0.65820 -4.15323 0.4 -0.2 0.4
F -7.40756 -0.10063 -5.16647 -1.2 -1.8 -1.3
F -5.52307 1.06372 -5.66689 1.4 0.1 -1.5
B 6.22295 -1.77742 -2.62163 0.0 -0.7 -0.1
F 6.45974 -1.89410 -1.29063 0.1 0.2 2.8
F 5.62936 -0.58684 -2.92921 -0.1 2.1 -0.5
F 7.44552 -2.01411 -3.21342 0.5 0.1 -1.3
F 5.25172 -2.71165 -2.94698 -0.9 -1.7 -0.7

Entry 2:
172
Properties=species:S:1:pos:R:3:forces:R:3 method="wB97M-V/def2-TZVPD" charge=0 smiles="CCOC(=O)C(F)(F)F.CCOC(=O)C(F)(F)F.COCCOC.COCCOC.COCCOC.COCCOC.COCCOC.COCCOC.COCCOC.COCCOC.COCCOC" lumo_energy_ha=0.0108 total_energy_ha=-3990.2704 spin_multiplicity=1
C -10.36131 23.14125 10.97124 -0.4 -0.4 0.3
C -11.03030 24.46661 11.34188 -0.3 -0.2 -1.8
O -11.88915 24.37292 12.49653 0.6 1.6 1.6
C -12.23978 25.58201 13.05529 -0.1 0.7 -2.9
O -12.22254 26.65755 12.45196 0.2 -2.7 2.0
C -12.77762 25.46006 14.51426 0.5 -0.6 -0.6
F -11.96624 26.20052 15.26802 -0.2 0.2 0.3
F -14.02258 25.91214 14.57379 0.0 0.3 0.1
F -12.77845 24.20951 15.00347 0.1 0.4 -0.3
H -10.01497 23.16046 9.93791 0.3 0.5 0.1
H -11.01421 22.26862 10.95280 -0.5 0.2 0.3
H -9.54906 22.86824 11.64489 0.1 0.2 -0.1
H -11.66531 24.81066 10.52551 -0.2 -0.3 -0.2
H -10.27411 25.25161 11.34971 0.0 0.1 1.0
C -8.30891 18.94484 1.36298 1.3 0.2 -0.2
C -7.64373 19.34076 2.67597 -0.9 0.0 0.2
O -6.26707 19.12134 2.44949 3.3 -0.4 -0.1
C -5.29503 19.54441 3.30660 -4.8 1.8 2.6
O -5.58521 20.12445 4.35149 0.9 -1.0 -1.9
C -3.86545 19.28798 2.99781 0.3 -2.7 -0.6
F -3.72953 18.42492 1.99474 -0.1 -0.1 -1.2
F -3.21275 20.36933 2.70473 0.7 1.1 0.2
F -3.32729 18.62033 4.02531 0.3 0.8 0.8
H -7.93264 17.97666 1.03261 -0.5 -0.5 0.5
H -7.80915 19.55617 0.61158 -0.8 0.6 -0.3
H -9.39782 18.99101 1.37884 0.2 0.1 -0.1
H -8.01136 18.71698 3.49074 0.2 0.1 0.2
H -7.79281 20.38988 2.93136 -0.1 0.0 0.0
C -17.73202 28.35806 8.09104 -1.2 -1.2 -0.2
O -17.73303 26.98002 7.65401 1.8 1.9 -0.6
C -17.79571 26.06267 8.69465 -1.8 -1.3 -1.8
C -17.50209 24.62083 8.09099 2.0 1.8 2.0
O -16.13539 24.57992 7.64362 0.4 -0.2 -0.6
C -16.00787 24.80012 6.23181 -1.6 0.5 -0.1
H -17.00877 28.60739 8.86746 0.4 -0.3 -0.2
H -18.71867 28.48695 8.53602 -0.2 0.6 0.1
H -17.64449 28.98979 7.20709 0.2 -0.1 0.2
H -18.85475 26.10806 8.94854 -0.4 -0.6 0.9
H -17.22291 26.31800 9.58617 0.6 -0.2 -0.2
H -18.17950 24.18968 7.35390 -0.2 0.4 0.1
H -17.46261 24.08256 9.03798 -0.4 -0.9 -0.3
H -15.03013 24.78853 5.75014 0.4 -0.3 1.0
H -16.44513 25.77075 5.99773 0.0 0.1 -0.1
H -16.63374 24.06108 5.73159 0.0 -0.2 -0.3
C -3.47763 18.62403 -4.09044 -0.2 -1.4 1.4
O -3.04766 17.36162 -4.67277 -0.1 2.6 -0.6
C -3.62186 17.15179 -5.96805 -0.4 -0.5 1.4
C -3.53618 15.69065 -6.20728 1.0 -2.2 0.2
O -4.41465 14.78083 -5.50755 -1.2 0.8 0.7
C -4.29226 14.73361 -4.03789 1.0 0.4 -0.9
H -3.16838 18.55143 -3.04775 0.4 0.2 0.0
H -4.56203 18.64368 -3.98189 -0.3 0.0 -0.5
H -3.14534 19.59161 -4.46659 0.4 -0.4 -0.7
H -3.20338 17.68873 -6.81933 0.7 0.3 0.3
H -4.66512 17.46422 -5.92237 -0.3 -0.1 -0.1
H -2.59713 15.17804 -5.99871 1.0 1.2 0.5
H -3.47779 15.57317 -7.28937 -1.5 -0.6 -0.2
H -5.11064 14.18094 -3.57646 -0.2 0.2 -0.6
H -4.14473 15.70720 -3.57048 -0.7 0.2 -0.3
H -3.36746 14.24273 -3.73476 0.2 -0.5 -0.4
C 2.93290 21.48004 10.07221 1.4 -1.7 0.1
O 3.33939 22.74284 9.66529 0.2 1.4 1.0
C 3.02451 23.83349 10.54425 -0.6 -0.1 1.2
C 3.50508 23.80981 12.07961 1.2 0.6 0.3
O 4.60870 24.69516 12.40586 0.3 -0.4 -1.0
C 5.75058 24.42306 11.60896 -0.2 0.5 -0.8
H 1.88491 21.18945 9.99886 -0.2 0.5 -0.3
H 3.30667 21.12784 11.03364 -0.3 0.8 0.8
H 3.57890 20.82404 9.48873 -0.6 -0.3 -0.7
H 1.94235 23.96374 10.53678 -0.3 -0.2 0.3
H 3.36069 24.75230 10.06376 0.5 -0.2 0.1
H 3.81801 22.86498 12.52399 -0.1 -0.8 -0.9
H 2.83190 24.15217 12.86556 -1.0 0.1 -0.9
H 6.50609 25.19409 11.75996 -0.1 -0.1 0.4
H 5.48376 24.48370 10.55387 -0.1 0.1 -0.2
H 6.19241 23.43010 11.69222 -0.1 -0.2 0.7
C 3.26656 12.23798 -4.02578 -1.0 0.2 0.0
O 4.12847 13.29689 -4.34494 0.4 0.5 -0.5
C 3.81867 14.64449 -4.00805 0.2 0.6 1.2
C 4.10156 15.05355 -2.50912 0.1 1.0 -1.3
O 4.52651 16.50065 -2.47497 -1.3 -0.7 0.1
C 3.53558 17.50722 -2.94775 0.2 -2.1 -0.5
H 2.35157 12.25700 -4.61784 -0.5 0.6 0.2
H 3.04801 12.25043 -2.95799 -0.2 -0.3 0.1
H 3.62024 11.25708 -4.34335 1.1 0.3 0.3
H 2.83193 15.06440 -4.20331 -0.7 -1.1 -0.4
H 4.43232 15.27591 -4.65056 0.5 -0.3 0.2
H 4.85246 14.37172 -2.10994 0.9 0.8 -0.1
H 3.27135 14.82844 -1.83965 -0.6 0.6 -0.2
H 3.30187 17.31223 -3.99439 0.4 0.1 -0.3
H 3.91468 18.52636 -2.87205 0.3 -0.4 0.4
H 2.54602 17.39857 -2.50382 0.2 0.1 0.8
C -0.92007 29.69007 -2.63388 -0.9 0.2 -1.0
O -1.32718 29.09329 -1.41790 -0.3 -0.6 0.0
C -2.31086 28.02989 -1.39277 1.2 -0.5 0.7
C -2.45328 27.58478 0.06378 0.2 -0.5 0.1
O -3.76610 27.05012 0.20420 -1.1 1.2 -0.3
C -4.25600 27.13144 1.53027 0.9 -0.2 0.2
H -1.68559 29.71369 -3.40945 -0.9 0.1 0.3
H -0.14395 29.23493 -3.24916 0.8 -0.6 0.9
H -0.65860 30.73206 -2.44952 0.1 -0.2 0.3
H -1.96629 27.13448 -1.91008 0.0 0.3 -0.8
H -3.32916 28.30620 -1.66628 0.2 0.4 -0.5
H -2.09987 28.44167 0.63732 -1.1 0.5 0.6
H -1.83656 26.77880 0.46145 0.8 -0.1 -0.7
H -4.05909 28.13800 1.89929 0.1 -0.1 0.4
H -3.71081 26.35430 2.06591 0.1 0.2 0.8
H -5.31273 26.92389 1.69863 -0.1 -0.1 -0.9
C -15.50463 7.53048 -4.64808 -0.1 -2.0 -0.6
O -14.82995 8.71783 -4.51629 -0.1 0.7 0.1
C -15.56151 9.71575 -3.81450 0.9 0.4 -0.3
C -15.05825 11.06064 -4.27997 0.7 0.2 0.5
O -13.64572 11.02600 -4.21602 0.9 1.5 -1.1
C -13.00876 12.35736 -4.29496 -0.5 -1.3 0.6
H -16.49534 7.64304 -5.08846 -0.3 0.1 0.3
H -15.49733 6.84938 -3.79712 -0.6 0.7 1.1
H -14.98941 6.81601 -5.29010 0.5 0.7 -0.8
H -15.35176 9.64735 -2.74707 -0.3 -0.3 0.2
H -16.62734 9.71817 -4.04278 -0.2 -0.5 0.2
H -15.39719 11.82987 -3.58606 -0.4 0.2 0.1
H -15.46360 11.29390 -5.26454 0.3 0.0 -0.4
H -13.49173 13.09188 -4.93941 -0.7 -0.2 0.1
H -11.99843 12.30862 -4.70111 0.0 -0.7 0.2
H -12.97187 12.67880 -3.25408 0.1 0.6 -0.1
C -0.54044 10.87067 3.91704 0.3 1.1 -2.1
O -1.90939 11.20162 4.03028 0.0 -0.3 0.4
C -2.22382 12.06929 5.13309 0.5 -0.3 -1.5
C -3.73549 12.27681 5.17873 -0.3 -0.8 2.0
O -4.11807 12.10405 6.58908 -0.6 1.3 -2.1
C -5.49618 12.45926 6.68816 0.0 -0.8 2.0
H 0.08894 11.75765 3.84463 0.2 0.5 1.5
H -0.35796 10.69477 2.85692 -0.6 -1.2 -0.3
H -0.09384 10.05314 4.48299 -0.5 0.2 0.5
H -1.72332 13.02039 4.95144 0.1 0.3 0.1
H -1.74492 11.62979 6.00808 -0.8 0.1 0.5
H -4.34016 11.56023 4.62287 0.6 -0.5 -0.4
H -4.12006 13.24146 4.84760 0.6 0.4 0.0
H -5.90347 13.36364 6.23614 0.8 0.3 -0.6
H -5.60669 12.61527 7.76127 -0.4 -0.1 0.1
H -6.14441 11.63051 6.40344 0.0 -0.2 -0.2
C -2.55212 19.21009 13.10972 1.1 -0.4 0.9
O -1.48423 19.17150 14.09115 -0.4 0.1 -0.2
C -1.42583 17.92661 14.77326 0.4 -1.1 -1.3
C -0.03137 17.60285 15.33711 -1.4 1.4 0.8
O 0.01751 18.05450 16.68656 0.8 0.3 0.0
C -0.09704 19.46662 16.76017 -0.7 0.3 -0.1
H -3.51632 19.06019 13.59546 -0.1 0.2 0.0
H -2.37430 18.39511 12.40808 -0.2 0.0 -0.2
H -2.49275 20.16856 12.59406 -0.1 -0.1 0.2
H -1.56350 17.13221 14.03973 -0.4 -0.2 -0.4
H -2.22193 17.80661 15.50806 0.0 0.2 0.3
H 0.66060 18.16312 14.70832 0.4 -0.1 0.0
H 0.18444 16.53443 15.33765 -0.1 0.1 0.0
H 0.15361 19.83402 17.75530 0.4 -0.3 -0.1
H -1.11126 19.82422 16.58250 -0.5 -0.3 0.0
H 0.43874 19.97807 15.96051 0.7 -0.1 0.1
C -17.83355 15.90022 9.12527 0.4 -0.1 -1.1
O -17.29868 15.47327 7.85162 -1.0 0.6 1.8
C -16.43294 16.39362 7.19970 -0.8 -1.1 0.2
C -15.60497 15.43180 6.41730 0.7 -1.0 -0.8
O -14.52679 14.80303 7.11452 0.1 0.1 0.4
C -14.83648 13.69469 7.97325 0.1 -0.1 0.4
H -18.33816 16.86236 9.03717 -0.1 0.1 -0.1
H -17.02500 16.01034 9.84792 0.0 -0.1 0.2
H -18.55442 15.14201 9.43112 0.2 0.1 0.1
H -15.88903 17.05550 7.87363 0.3 -0.3 0.2
H -17.00737 17.03995 6.53609 -0.2 0.1 -0.2
H -15.30840 15.91709 5.48744 1.1 0.0 0.1
H -16.18033 14.57471 6.06736 -0.9 0.4 0.0
H -13.90140 13.24093 8.30161 0.2 0.3 -0.3
H -15.42399 12.86616 7.57771 -0.1 0.2 -1.0
H -15.37692 13.91071 8.89485 0.0 0.8 0.0

Result set for HOMO-LUMO gap: 6.505, 9.647 eV, one per record in the order listed.
Result set for energy above the lowest of the compared OMol25 structures with the same formula, charge and spin: 9.116, 1.443 eV, one per record in the order listed.